Record 1
Formula: C2H5ClO2S
Source: the OMol25 dataset
Level of theory: wB97M-V/def2-TZVPD

```
11
Properties=species:S:1:pos:R:3
C 0.410 -0.971 -0.745
C 0.395 0.049 -1.624
O -0.773 0.402 -2.195
H -0.470 -1.270 -0.246
H 1.321 -1.256 -0.254
H 1.243 0.688 -1.678
H -1.441 -0.143 -1.751
O -1.135 0.612 1.876
S 0.195 -0.276 2.361
Cl 1.378 1.066 3.213
H -1.123 1.098 1.044
```

Computed properties:
HOMO level, eV: -8.80
Kohn-Sham gap, eV: 9.17
LUMO energy, eV: 0.37
SMILES string: C=CO.OSCl
Multiplicity: 1

---

Record 2
Formula: C28H68F3N2O18S6
Source: the OMol25 dataset
Level of theory: wB97M-V/def2-TZVPD

```
125
Properties=species:S:1:pos:R:3
N -0.828 -0.140 -6.183
H -0.290 0.359 -5.489
H -0.701 0.217 -7.119
H -1.817 -0.075 -5.987
H -0.549 -1.104 -6.073
N 3.856 -4.101 -5.823
H 3.903 -3.709 -4.893
H 2.859 -4.250 -5.887
H 4.330 -4.985 -5.939
H 3.973 -3.511 -6.634
C 0.995 -0.282 0.187
F 0.178 -1.304 -0.059
F 0.149 0.685 0.368
F 1.753 -0.509 1.287
S 2.190 0.201 -1.333
O 2.679 -1.141 -1.749
O 1.423 0.913 -2.333
O 3.237 1.037 -0.753
O -3.936 -6.839 2.004
S -5.333 -6.537 2.127
O -5.768 -5.825 3.294
O -5.855 -5.745 0.721
C -5.043 -4.722 0.370
C -5.677 -4.128 -0.905
C -6.466 -7.953 1.919
H -4.094 -5.147 0.042
H -4.822 -4.052 1.201
H -6.053 -4.900 -1.576
H -4.973 -3.627 -1.570
H -6.560 -3.525 -0.694
H -7.267 -7.822 2.646
H -5.797 -8.795 2.096
H -6.796 -7.946 0.880
O -7.728 2.134 -2.989
S -6.475 2.873 -2.966
O -5.425 2.415 -3.915
O -6.777 4.521 -3.262
C -8.071 4.984 -2.936
C -8.082 5.673 -1.558
C -5.705 2.938 -1.273
H -8.860 4.232 -2.956
H -8.305 5.755 -3.670
H -9.044 6.112 -1.293
H -7.377 6.505 -1.558
H -7.638 5.126 -0.727
H -6.340 3.499 -0.588
H -4.826 3.539 -1.506
H -5.268 2.023 -0.870
O 4.598 3.788 -8.838
S 4.875 3.226 -7.501
O 4.226 1.962 -7.111
O 6.562 3.082 -7.388
C 7.103 2.328 -6.307
C 8.197 3.143 -5.714
C 4.680 4.512 -6.226
H 7.448 1.332 -6.583
H 6.481 2.081 -5.447
H 8.538 2.722 -4.768
H 7.832 4.151 -5.513
H 9.065 3.072 -6.369
H 3.796 5.089 -6.500
H 5.499 5.204 -6.427
H 4.714 4.073 -5.229
O 6.795 -4.642 -2.044
S 6.843 -5.457 -0.821
O 7.529 -6.778 -0.705
O 7.410 -4.575 0.382
C 6.835 -3.273 0.649
C 7.735 -2.332 -0.111
C 5.040 -5.819 -0.352
H 6.878 -3.108 1.725
H 5.812 -3.073 0.330
H 7.438 -1.304 0.096
H 7.633 -2.586 -1.166
H 8.782 -2.541 0.107
H 5.030 -6.319 0.617
H 4.636 -6.485 -1.114
H 4.475 -4.886 -0.347
O -2.788 10.836 -5.802
S -3.203 10.238 -4.558
O -4.532 9.608 -4.537
O -2.016 9.095 -4.190
C -2.301 8.151 -3.100
C -1.313 6.983 -3.050
C -2.892 11.507 -3.243
H -3.314 7.760 -3.193
H -2.336 8.726 -2.175
H -1.455 6.398 -2.141
H -0.317 7.426 -3.067
H -1.540 6.493 -3.997
H -2.126 12.219 -3.549
H -2.761 11.028 -2.273
H -3.831 12.060 -3.208
C 2.261 -8.782 7.368
C 1.103 -8.012 7.067
C 1.279 -6.913 6.203
C 2.539 -6.617 5.573
C 3.652 -7.414 5.856
C 3.527 -8.468 6.773
H 2.161 -9.658 7.992
H 0.162 -8.366 7.461
H 0.336 -6.500 5.876
H 2.700 -5.773 4.919
H 4.585 -7.151 5.380
H 4.342 -9.159 6.928
C -2.809 -1.688 8.393
C -2.173 -0.315 8.536
C -1.482 -0.024 7.185
C -0.343 0.844 7.437
C -0.462 2.376 7.906
C 0.778 3.237 7.715
H -2.051 -2.430 8.142
H -3.520 -1.756 7.569
H -3.342 -1.972 9.300
H -2.890 0.463 8.799
H -1.601 -0.268 9.463
H -2.156 0.530 6.531
H -1.078 -0.914 6.704
H 0.215 0.215 8.131
H 0.271 0.794 6.537
H -1.292 2.694 7.276
H -0.892 2.328 8.906
H 0.529 4.294 7.813
H 1.718 3.063 8.240
H 1.194 3.160 6.710
```

Computed properties:
HOMO level, eV: -10.04
Kohn-Sham gap, eV: 5.23
LUMO energy, eV: -4.81
Multiplicity: 1
Net charge: +1

---

Record 3
Formula: C5H8N2
Source: the OMol25 dataset
Level of theory: wB97M-V/def2-TZVPD

```
15
Properties=species:S:1:pos:R:3
C -2.438 -0.483 0.262
C -1.031 -0.082 -0.013
C -0.698 1.176 -0.558
C 0.693 1.215 -0.405
N 1.057 0.026 0.096
C 2.389 -0.495 0.266
N 0.018 -0.808 0.316
H -3.157 0.172 -0.245
H -2.582 -0.330 1.337
H -2.624 -1.527 0.018
H -1.200 1.017 -1.502
H 1.434 2.008 -0.464
H 3.112 0.298 0.065
H 2.527 -1.306 -0.455
H 2.500 -0.880 1.280
```

Computed properties:
HOMO level, eV: -8.59
Kohn-Sham gap, eV: 9.58
LUMO energy, eV: 0.98
SMILES string: Cc1ccn(C)n1
Multiplicity: 1

---

Record 4
Formula: C9H14O
Source: the OMol25 dataset
Level of theory: wB97M-V/def2-TZVPD

```
24
Properties=species:S:1:pos:R:3
C -2.282 -2.376 1.509
C -1.062 -1.529 1.240
C -0.831 -0.839 0.091
C 0.461 -0.238 -0.074
C 1.523 -0.715 0.682
O 2.790 -0.361 0.331
C 1.337 -1.589 1.759
C 0.017 -1.892 2.074
H -2.553 -2.498 2.563
H -2.301 -3.262 0.871
H -3.128 -1.751 1.209
H -1.593 -0.455 -0.578
H 0.468 0.410 -0.920
H 2.921 0.319 -0.338
H 2.114 -2.158 2.232
H -0.207 -2.349 3.022
C 0.962 2.667 -1.584
C -0.393 2.575 -2.275
H 1.735 2.894 -2.314
H 0.975 3.488 -0.857
H 1.317 1.910 -0.910
H -1.138 3.250 -1.885
H -0.195 2.846 -3.342
H -0.938 1.654 -2.506
```

Computed properties:
HOMO level, eV: -8.28
Kohn-Sham gap, eV: 9.16
LUMO energy, eV: 0.89
SMILES string: Cc1ccc(O)cc1.CC
Multiplicity: 1

---

Record 5
Formula: C28H23AlAsI2N4O3S
Source: the OMol25 dataset
Level of theory: wB97M-V/def2-TZVPD

```
63
Properties=species:S:1:pos:R:3
Al -0.153 0.129 0.163
O -3.053 -5.202 -1.236
C -3.986 -4.547 -0.716
O -5.163 -4.766 -0.478
C -3.336 -3.220 -0.362
C -3.203 -2.215 -1.331
C -2.340 -1.175 -1.093
N -1.654 -1.085 0.057
C -1.813 -2.004 1.021
C -2.662 -3.071 0.858
C -0.890 -1.793 2.164
C -0.940 -2.504 3.350
C 0.013 -2.242 4.320
C 0.991 -1.288 4.080
C 0.973 -0.613 2.876
N 0.048 -0.856 1.944
C -1.951 -0.124 -2.067
C -2.600 0.108 -3.267
C -2.111 1.093 -4.108
C -0.986 1.814 -3.735
C -0.396 1.532 -2.519
N -0.872 0.590 -1.702
H -3.719 -2.316 -2.275
H -2.761 -3.835 1.616
H -1.709 -3.246 3.510
H -0.005 -2.784 5.257
H 1.757 -1.070 4.811
H 1.710 0.140 2.627
H -3.473 -0.470 -3.535
H -2.602 1.293 -5.051
H -0.570 2.581 -4.372
H 0.485 2.059 -2.173
I 3.948 3.146 0.144
C 3.650 1.212 -0.546
C 4.730 0.539 -1.168
C 4.605 -0.733 -1.647
I 6.245 -1.642 -2.546
C 3.360 -1.413 -1.525
C 3.079 -2.722 -1.977
C 1.833 -3.258 -1.799
C 0.840 -2.497 -1.165
N 1.071 -1.274 -0.732
C 2.306 -0.728 -0.902
C 2.433 0.602 -0.399
O 1.356 1.145 0.170
H 5.675 1.058 -1.260
H 3.858 -3.293 -2.465
H 1.595 -4.257 -2.136
H -0.153 -2.908 -1.014
C 0.160 4.325 -0.130
As -0.474 3.544 1.499
C -1.646 4.822 2.313
C 1.015 3.305 2.678
S -1.603 1.768 1.191
H 0.726 5.227 0.100
H -0.700 4.569 -0.751
H 0.808 3.607 -0.626
H -1.113 5.759 2.465
H -1.989 4.426 3.266
H -2.499 4.977 1.656
H 1.449 4.276 2.914
H 1.750 2.682 2.173
H 0.655 2.825 3.586
```

Computed properties:
HOMO level, eV: -10.24
Kohn-Sham gap, eV: 6.69
LUMO energy, eV: -3.55
Multiplicity: 1
Net charge: +1

---

Record 6
Formula: C5H11NO
Source: the OMol25 dataset
Level of theory: wB97M-V/def2-TZVPD

```
18
Properties=species:S:1:pos:R:3
C 3.294 -0.465 0.094
C 2.133 -0.965 -0.498
C 0.807 -0.210 -0.395
C 0.373 0.240 0.757
C -1.051 0.450 1.111
N -2.066 1.031 0.261
H 4.177 -1.044 -0.019
H 3.382 0.602 0.306
H 2.325 -1.559 -1.451
H 0.271 -0.185 -1.318
H 0.900 0.407 1.771
H -1.023 1.318 1.942
H -1.495 -0.430 1.516
H -1.600 1.497 -0.588
H -2.512 1.749 0.824
O -2.251 -0.833 -1.438
H -2.893 -0.925 -2.218
H -2.770 -0.679 -0.656
```

Computed properties:
HOMO level, eV: -8.43
Kohn-Sham gap, eV: 9.20
LUMO energy, eV: 0.77
SMILES string: C=C/C=C/CN.O
Multiplicity: 1

---

Record 7
Formula: C33H31Cl5CrN3Sb2
Source: the OMol25 dataset
Level of theory: wB97M-V/def2-TZVPD

```
75
Properties=species:S:1:pos:R:3
Cr 0.056 0.005 -0.475
C -4.171 0.109 -1.778
C -4.746 0.893 -0.794
C -3.935 1.437 0.192
C -2.579 1.162 0.169
N -2.025 0.358 -0.764
C -2.808 -0.133 -1.723
C -1.618 1.767 1.132
C -1.900 2.797 2.015
C -0.866 3.291 2.799
C 0.405 2.741 2.712
C 0.610 1.699 1.821
N -0.387 1.260 1.048
C 1.867 0.913 1.668
C 2.988 1.125 2.449
C 4.067 0.260 2.320
C 3.980 -0.797 1.432
C 2.833 -0.931 0.667
N 1.805 -0.089 0.761
H -4.756 -0.315 -2.581
H -5.808 1.094 -0.797
H -4.352 2.067 0.961
H -2.325 -0.728 -2.487
H -2.890 3.221 2.083
H -1.054 4.106 3.483
H 1.207 3.118 3.327
H 3.018 1.940 3.156
H 4.954 0.409 2.919
H 4.784 -1.510 1.319
H 2.729 -1.729 -0.055
Cl 2.695 -0.946 -2.595
C 1.990 0.626 -3.002
C 0.963 1.107 -2.209
C 0.539 2.374 -2.595
Cl -0.671 3.216 -1.625
C 1.033 3.090 -3.684
Cl 0.443 4.657 -4.087
C 2.047 2.525 -4.459
Cl 2.695 3.370 -5.805
C 2.543 1.271 -4.105
Cl 3.818 0.571 -5.026
C -1.585 -2.765 3.855
Sb -1.166 -2.217 1.825
C 0.470 -3.595 1.697
C -2.729 -3.432 0.925
C -2.243 -4.743 0.400
C -2.213 -5.841 1.260
C -1.723 -7.070 0.857
C -1.259 -7.225 -0.441
C -1.303 -6.150 -1.311
C -1.785 -4.901 -0.915
C -1.814 -3.792 -1.923
Sb -0.068 -2.505 -1.952
C -0.261 -1.894 -3.989
C 1.330 -4.077 -2.239
H -1.521 -3.847 3.956
H -2.579 -2.431 4.145
H -0.854 -2.300 4.514
H 0.122 -4.593 1.962
H 1.230 -3.274 2.409
H 0.916 -3.635 0.705
H -3.211 -2.821 0.162
H -3.448 -3.583 1.730
H -2.587 -5.720 2.270
H -1.718 -7.904 1.544
H -0.887 -8.181 -0.781
H -0.976 -6.283 -2.335
H -2.700 -3.163 -1.824
H -1.823 -4.212 -2.931
H -1.156 -2.339 -4.424
H 0.613 -2.244 -4.534
H -0.309 -0.810 -4.066
H 0.892 -4.776 -2.948
H 1.541 -4.601 -1.309
H 2.247 -3.668 -2.653
```

Computed properties:
HOMO level (alpha / beta), eV: -9.50 / -10.42
Kohn-Sham gap (alpha / beta), eV: 6.11 / 6.77
LUMO energy (alpha / beta), eV: -3.39 / -3.65
Expectation value of S²: 6.03
Multiplicity: 5
Net charge: +1

---

Record 8
Formula: C9H21O11PSi2
Source: the OMol25 dataset
Level of theory: wB97M-V/def2-TZVPD

```
44
Properties=species:S:1:pos:R:3
C -3.348 1.908 0.806
Si -2.462 1.909 2.442
O -2.946 0.591 3.316
Si -2.622 0.229 4.886
O -1.166 0.924 5.198
P -3.113 3.779 3.566
O -2.637 3.921 4.952
O -2.777 4.986 2.549
O -4.717 3.854 3.431
H -2.641 1.956 -0.022
H -4.045 2.743 0.722
H -3.925 0.984 0.720
H -0.998 1.969 2.331
H -3.677 0.795 5.756
H -2.573 -1.236 5.030
H -1.005 1.287 6.071
H -1.828 5.079 2.394
H -5.125 3.718 4.297
C 2.189 0.377 -3.286
C 1.326 0.362 -2.058
C -0.004 1.084 -2.151
O -0.221 1.499 -0.795
C 0.989 1.608 -0.189
O 1.164 2.096 0.878
O 1.953 1.084 -0.974
H 3.182 -0.001 -3.051
H 1.751 -0.280 -4.037
H 2.284 1.384 -3.693
H 1.169 -0.664 -1.709
H -0.833 0.461 -2.472
H 0.069 1.973 -2.783
C 4.251 -3.392 -1.704
C 2.800 -3.659 -2.000
C 2.465 -5.007 -2.614
O 1.304 -4.707 -3.401
C 1.338 -3.396 -3.720
O 0.608 -2.855 -4.487
O 2.323 -2.771 -3.034
H 4.396 -2.344 -1.445
H 4.572 -3.998 -0.857
H 4.874 -3.630 -2.567
H 2.179 -3.487 -1.116
H 2.216 -5.783 -1.896
H 3.261 -5.349 -3.280
```

Computed properties:
HOMO level, eV: -9.49
Kohn-Sham gap, eV: 9.89
LUMO energy, eV: 0.40
Multiplicity: 1

---

Record 9
Formula: C20H46O3P4PtSe
Source: the OMol25 dataset
Level of theory: wB97M-V/def2-TZVPD

```
75
Properties=species:S:1:pos:R:3
Pt -0.506 -0.424 0.398
P -1.769 -0.878 2.352
P 0.788 -2.280 -0.121
P -2.221 -0.963 -1.133
H 0.638 1.831 -0.798
C -0.368 1.404 -0.846
C -1.264 1.643 0.258
H -0.911 2.270 1.078
C -1.224 -0.307 4.007
C -2.045 -2.665 2.675
C -3.447 -0.143 2.322
C 1.827 -2.085 -1.618
C 2.043 -2.899 1.064
C -0.134 -3.837 -0.422
C -3.482 0.322 -1.517
C -3.282 -2.399 -0.699
C -1.540 -1.343 -2.794
H -0.767 1.332 -1.864
H -2.338 1.723 0.076
H -0.973 0.758 3.984
H -0.325 -0.879 4.263
H -2.016 -0.481 4.753
H -1.079 -3.151 2.860
H -2.539 -3.153 1.829
H -2.681 -2.772 3.571
H -3.348 0.947 2.276
H -3.960 -0.419 3.256
H -4.043 -0.483 1.471
H 2.401 -3.010 -1.791
H 2.525 -1.258 -1.460
H 1.223 -1.863 -2.500
H 2.545 -3.787 0.654
H 1.555 -3.138 2.015
H 2.794 -2.123 1.247
H 0.594 -4.646 -0.595
H -0.791 -3.759 -1.290
H -0.726 -4.078 0.467
H -4.169 -0.087 -2.272
H -2.999 1.223 -1.911
H -4.049 0.581 -0.613
H -3.921 -2.594 -1.577
H -3.916 -2.169 0.165
H -2.682 -3.288 -0.479
H -2.400 -1.473 -3.471
H -0.943 -2.260 -2.788
H -0.913 -0.516 -3.151
C 2.208 2.061 -5.007
C 1.520 2.945 -4.141
C 1.213 4.236 -4.557
C 1.597 4.683 -5.827
C 2.294 3.825 -6.689
C 2.604 2.523 -6.292
Se 2.588 0.268 -4.469
H 1.978 0.460 -3.077
H 1.237 2.588 -3.152
H 0.672 4.894 -3.883
H 1.354 5.701 -6.143
H 2.594 4.170 -7.674
H 3.146 1.849 -6.954
C 2.087 -1.360 4.419
O 1.346 -1.012 3.233
P 1.920 0.400 2.014
O 2.792 1.065 3.189
C 2.358 1.639 4.424
O 1.279 1.927 1.486
C 1.124 3.177 2.195
H 3.181 -1.343 4.268
H 1.844 -2.383 4.724
H 1.783 -0.738 5.290
H 1.288 1.567 4.658
H 2.953 1.158 5.202
H 2.680 2.695 4.392
H 0.664 3.906 1.510
H 0.442 3.039 3.044
H 2.092 3.634 2.487
```

Computed properties:
HOMO level (alpha / beta), eV: -18.87 / -19.84
Kohn-Sham gap (alpha / beta), eV: 6.99 / 4.56
LUMO energy (alpha / beta), eV: -11.89 / -15.28
Expectation value of S²: 6.04
Multiplicity: 5
Net charge: +4

---

Record 10
Formula: C4H12N3S
Source: the OMol25 dataset
Level of theory: wB97M-V/def2-TZVPD

```
20
Properties=species:S:1:pos:R:3
N 1.263 -3.841 -0.904
C 0.245 -3.032 -0.275
N 0.439 -1.605 -0.410
C -0.787 -0.812 -0.205
C -0.474 0.536 0.422
N -1.716 1.071 1.004
C 0.194 1.522 -0.529
S 0.655 3.081 0.320
H 2.177 -3.531 -0.597
H 1.244 -3.691 -1.907
H 0.172 -3.345 0.779
H -0.719 -3.247 -0.721
H 1.201 -1.263 0.162
H -1.216 -0.650 -1.194
H -1.470 -1.303 0.492
H 0.211 0.386 1.259
H -2.324 1.328 0.227
H -1.442 1.976 1.394
H -0.517 1.739 -1.338
H 1.099 1.090 -0.956
```

Computed properties:
HOMO level, eV: -2.53
Kohn-Sham gap, eV: 6.09
LUMO energy, eV: 3.55
SMILES string: NCNC[C@H](N)C[S-]
Multiplicity: 1
Net charge: -1